A 4-piece molecular cluster, C25H50NO11 overall at a distorted geometry, computed with wB97M-V/def2-TZVPD.

Values from the calculation:
<S²>: 0.75
2S+1: 2
HOMO energy (alpha / beta): -0.2930 / -0.3427 Eh
Kohn-Sham gap (alpha / beta): 8.538 / 9.888 eV
Energy: -1864.9364 Eh

Each line ends with the Löwdin spin population.
Element x y z (Å)
C  -4.523  -2.125  -0.103  0.01
C  -3.854  -2.944  -1.203  0.02
C  -4.827  -3.047  -2.410  0.01
C  -2.564  -2.205  -1.612  0.00
C  -1.386  -3.015  -2.179  0.00
C  -0.061  -2.369  -1.743  0.00
C  0.079  -0.896  -2.186  0.00
C  0.313  0.039  -0.991  0.00
C  1.646  -0.234  -0.292  0.00
O  1.520  -0.997  0.910  0.00
C  -1.424  -4.501  -1.796  0.00
C  -2.216  -4.818  -0.534  0.03
C  -1.600  -4.211  0.734  0.02
C  -2.270  -6.339  -0.376  0.00
N  -3.599  -4.335  -0.732  0.39
O  -4.458  -4.794  0.087  0.50
H  -5.473  -2.566  0.185  0.00
H  -4.729  -1.136  -0.515  0.00
H  -3.885  -2.015  0.771  0.00
H  -4.330  -2.817  -3.350  0.00
H  -5.205  -4.064  -2.490  0.00
H  -5.688  -2.400  -2.273  0.00
H  -2.878  -1.493  -2.374  0.00
H  -2.228  -1.596  -0.771  0.00
H  -1.413  -2.921  -3.266  0.00
H  0.744  -2.963  -2.183  0.00
H  0.035  -2.453  -0.661  0.00
H  -0.789  -0.592  -2.768  0.00
H  0.964  -0.807  -2.817  0.00
H  -0.501  -0.058  -0.274  0.00
H  0.353  1.067  -1.357  0.00
H  2.351  -0.712  -0.974  0.00
H  2.100  0.711  0.007  0.00
H  1.718  -1.912  0.721  0.00
H  -1.885  -5.061  -2.610  0.00
H  -0.405  -4.867  -1.680  0.00
H  -1.785  -3.141  0.803  0.00
H  -1.983  -4.707  1.620  0.00
H  -0.518  -4.340  0.688  0.00
H  -2.754  -6.798  -1.234  0.00
H  -2.780  -6.620  0.538  0.00
H  -1.247  -6.711  -0.325  0.00
C  8.038  -0.185  4.140  0.00
C  7.142  -1.393  3.976  0.00
O  5.814  -1.144  4.460  0.00
C  5.029  -0.444  3.642  0.00
O  5.330  -0.055  2.540  0.00
O  3.859  -0.264  4.241  0.00
C  2.921  0.522  3.489  0.00
H  8.043  0.146  5.179  0.00
H  9.058  -0.435  3.849  0.00
H  7.697  0.641  3.517  0.00
H  7.502  -2.223  4.580  0.00
H  7.094  -1.718  2.937  0.00
H  2.786  0.121  2.489  0.00
H  3.254  1.556  3.438  0.00
H  1.976  0.477  4.021  0.00
C  2.988  7.226  0.085  0.00
C  2.206  6.577  1.205  0.00
O  2.623  5.221  1.434  0.00
C  3.750  5.084  2.131  0.00
O  4.412  5.976  2.593  0.00
O  4.029  3.785  2.212  0.00
C  5.243  3.475  2.902  0.00
H  2.921  6.626  -0.823  0.00
H  2.587  8.218  -0.123  0.00
H  4.039  7.330  0.352  0.00
H  1.153  6.497  0.945  0.00
H  2.290  7.142  2.133  0.00
H  5.256  3.931  3.890  0.00
H  6.104  3.813  2.328  0.00
H  5.275  2.394  2.989  0.00
C  -2.278  2.778  -2.278  0.00
C  -3.143  1.540  -2.345  0.00
O  -4.480  1.795  -1.893  0.00
C  -5.269  2.411  -2.771  0.00
O  -4.968  2.738  -3.889  0.00
O  -6.447  2.623  -2.188  0.00
C  -7.392  3.322  -3.004  0.00
H  -2.293  3.191  -1.268  0.00
H  -1.248  2.531  -2.538  0.00
H  -2.627  3.551  -2.960  0.00
H  -2.756  0.776  -1.672  0.00
H  -3.169  1.124  -3.352  0.00
H  -7.521  2.822  -3.961  0.00
H  -7.067  4.348  -3.166  0.00
H  -8.326  3.313  -2.450  0.00

Forces on the atoms, in the same order (eV/Å):
-0.2 0.0 -0.2
-0.2 0.1 -0.6
0.1 -0.5 0.2
-0.2 0.0 -0.1
0.2 0.2 0.3
-0.2 -0.1 -0.5
0.4 -0.2 0.7
0.2 -0.1 -0.6
0.0 0.2 0.3
-0.1 0.1 -0.1
-0.3 0.4 -0.3
0.1 -0.5 -0.1
0.1 0.2 -0.4
0.3 0.2 0.0
0.4 0.5 0.8
-0.3 -0.3 -0.2
0.0 -0.1 0.1
0.1 0.1 0.1
0.0 -0.1 0.1
0.0 0.1 -0.1
-0.1 0.0 0.0
0.0 0.2 -0.1
0.0 0.2 0.1
0.1 -0.1 0.1
-0.1 -0.2 -0.1
0.1 0.0 0.1
0.0 0.0 0.1
0.0 0.1 -0.1
-0.1 0.1 -0.3
0.0 0.2 0.2
-0.2 0.1 0.1
0.0 -0.1 -0.1
0.0 0.1 0.0
0.0 -0.3 0.0
0.0 -0.1 0.0
0.1 -0.1 0.0
-0.1 0.0 0.1
-0.1 0.0 0.1
0.1 -0.1 0.2
-0.1 -0.1 0.0
-0.2 0.0 0.0
0.1 0.0 0.0
-0.1 0.1 0.0
0.2 -0.1 0.0
0.0 0.0 0.1
-0.1 -0.1 0.0
0.0 0.1 0.0
-0.1 0.1 0.0
-0.2 0.1 -0.1
0.0 0.0 0.0
0.0 0.0 0.0
0.0 0.0 0.0
-0.1 0.0 0.0
0.0 0.1 0.0
0.1 0.0 0.0
0.0 0.0 0.0
0.1 -0.1 0.1
0.1 -0.1 0.0
-0.1 0.2 0.0
0.0 0.0 0.0
0.1 0.0 -0.2
0.0 0.1 0.1
0.0 -0.1 0.1
0.2 -0.1 0.1
0.0 0.0 0.0
0.0 0.0 0.0
0.0 0.0 0.0
0.0 -0.1 0.0
0.1 0.0 0.0
0.0 0.1 0.0
0.0 0.1 0.0
0.0 0.0 -0.1
-0.1 0.2 0.1
0.3 -0.1 -0.1
0.0 -0.1 0.1
0.0 0.2 0.1
0.0 0.0 -0.1
-0.1 0.0 0.0
-0.1 0.0 0.0
0.1 -0.1 0.0
0.0 0.0 0.0
0.0 -0.1 -0.1
-0.1 0.0 0.1
-0.1 0.1 0.0
0.0 0.0 0.0
0.0 0.0 0.0
0.0 0.0 0.0